[1]
{
  "formula": "C3H5NOS",
  "method": "the ωB97M-V functional and the def2-TZVPD basis",
  "symbols": ["C", "C", "C", "N", "O", "S", "H", "H", "H", "H", "H"],
  "coordinates": [[1.096, -0.327, -3.359], [-0.901, 0.060, -0.353], [0.141, -0.785, 0.281], [-0.022, -0.596, -3.134], [1.100, -1.146, -0.329], [-0.288, -1.293, 1.954], [-1.758, -0.598, -0.324], [-1.000, 0.848, 0.370], [-0.625, 0.154, -1.384], [2.174, -0.155, -3.618], [0.944, -1.603, 2.537]],
  "mulliken_charge": [0.17, -0.93, 0.61, -0.49, -0.47, -0.26, 0.34, 0.38, 0.21, 0.27, 0.16],
  "lumo_ev": 0.80,
  "de_lowest_ev": 1.858,
  "smiles": "CC(=O)S.C#N",
  "e_homo_ev": -9.65,
  "total_charge": 0,
  "gap_ev": 10.45
}

=====

[2]
{
  "formula": "C3H5NOS",
  "method": "the ωB97M-V functional and the def2-TZVPD basis",
  "symbols": ["C", "C", "C", "H", "H", "H", "H", "H", "N", "O", "S"],
  "coordinates": [[2.089, -0.006, -0.066], [0.713, -0.464, 0.041], [-2.547, 0.433, 0.022], [2.618, -0.283, 0.883], [2.571, -0.556, -0.843], [2.164, 1.062, -0.238], [0.399, -1.487, 0.097], [-2.210, 1.512, 0.135], [-0.273, 0.378, -0.007], [-1.465, -0.381, 0.015], [-4.059, -0.211, -0.038]],
  "mulliken_charge": [-0.86, -0.01, 0.03, 0.26, 0.28, 0.27, 0.46, 0.34, -0.43, -0.07, -0.27],
  "lumo_ev": 0.35,
  "de_lowest_ev": 2.849,
  "smiles": "C/C=N/OC=S",
  "e_homo_ev": -8.87,
  "total_charge": 0,
  "gap_ev": 9.23
}

=====

[3]
{
  "formula": "C3H5NOS",
  "method": "the ωB97M-V functional and the def2-TZVPD basis",
  "symbols": ["C", "C", "C", "N", "O", "S", "H", "H", "H", "H", "H"],
  "coordinates": [[1.155, -1.012, 0.299], [-0.023, -0.520, 0.235], [-1.420, -0.420, 0.191], [0.534, 1.662, -0.323], [-0.494, 2.138, -0.780], [2.092, 1.893, -0.450], [2.030, -0.484, 0.047], [1.534, -2.141, 0.274], [-1.848, -1.273, -0.564], [-1.647, 0.643, -0.037], [-1.913, -0.485, 1.109]],
  "mulliken_charge": [-0.67, 0.71, -0.81, 0.20, -0.49, -0.17, 0.18, 0.21, 0.23, 0.31, 0.30],
  "lumo_ev": -0.56,
  "de_lowest_ev": 6.452,
  "e_homo_ev": -8.15,
  "total_charge": 0,
  "gap_ev": 7.59
}

=====

[4]
{
  "formula": "C3H5NOS",
  "method": "the ωB97M-V functional and the def2-TZVPD basis",
  "symbols": ["C", "C", "C", "N", "O", "S", "H", "H", "H", "H", "H"],
  "coordinates": [[-1.733, -3.006, -1.245], [1.057, -0.745, -0.513], [-0.687, 0.745, 0.118], [0.036, -0.103, -0.810], [-2.763, -2.477, -1.217], [-0.351, -3.672, -1.119], [1.460, -1.569, -1.120], [1.617, -0.501, 0.440], [-0.420, 0.313, 1.095], [-0.164, 1.738, 0.232], [-1.715, 0.573, -0.148]],
  "mulliken_charge": [0.70, -0.40, -0.75, -0.36, -0.34, -0.35, 0.39, 0.22, 0.29, 0.31, 0.29],
  "lumo_ev": 0.67,
  "de_lowest_ev": 1.593,
  "smiles": "O=C=S.C=NC",
  "e_homo_ev": -9.32,
  "total_charge": 0,
  "gap_ev": 9.99
}

=====

Please write out number 4 again, unchanged.
{
  "formula": "C3H5NOS",
  "method": "the ωB97M-V functional and the def2-TZVPD basis",
  "symbols": ["C", "C", "C", "N", "O", "S", "H", "H", "H", "H", "H"],
  "coordinates": [[-1.733, -3.006, -1.245], [1.057, -0.745, -0.513], [-0.687, 0.745, 0.118], [0.036, -0.103, -0.810], [-2.763, -2.477, -1.217], [-0.351, -3.672, -1.119], [1.460, -1.569, -1.120], [1.617, -0.501, 0.440], [-0.420, 0.313, 1.095], [-0.164, 1.738, 0.232], [-1.715, 0.573, -0.148]],
  "mulliken_charge": [0.70, -0.40, -0.75, -0.36, -0.34, -0.35, 0.39, 0.22, 0.29, 0.31, 0.29],
  "lumo_ev": 0.67,
  "de_lowest_ev": 1.593,
  "smiles": "O=C=S.C=NC",
  "e_homo_ev": -9.32,
  "total_charge": 0,
  "gap_ev": 9.99
}